# 1
Computed, not measured: a 9-piece molecular cluster, C31H50Br4O21 overall in a non-equilibrium geometry, with wB97M-V/def2-TZVPD.

Values from the calculation:
SMILES	C[C@H]1COC(=O)O1.C[C@H]1COC(=O)O1.C[C@H]1COC(=O)O1.C[C@H]1COC(=O)O1.C[C@H]1COC(=O)O1.C[C@H]1COC(=O)O1.COC(=O)OC.BrCCBr.BrCCBr
electronic energy	-13087.455367	hartree
energy relative to the best compared isomer or geometry (same formula, charge and spin)	0.0	kJ/mol
HOMO energy	-0.358	Eh
spin multiplicity	1
frontier orbital gap	9.72	eV

The geometry in XYZ format:
```
106
C31H50Br4O21 wB97M-V/def2-TZVPD
C -3.08002 0.89901 6.47253
C -1.99471 -0.07965 6.11727
C -2.51804 -1.48537 5.84132
O -1.77081 -1.91031 4.68075
C -1.13384 -0.87022 4.15929
O -0.43896 -0.89902 3.19054
O -1.39086 0.26799 4.85128
H -3.62962 0.52795 7.33801
H -3.72680 1.06832 5.61424
H -2.64201 1.85371 6.76758
H -1.21811 -0.08734 6.88629
H -3.56476 -1.44178 5.51958
H -2.45669 -2.20762 6.64847
C -1.36811 4.68018 2.39666
C -1.32406 3.44478 1.53301
C -1.42125 2.07501 2.26352
O -2.64474 1.52882 1.73559
C -3.03969 2.23981 0.65954
O -3.83264 1.86596 -0.14410
O -2.39305 3.43107 0.59421
H -0.41062 4.79805 2.90311
H -2.17202 4.64218 3.13880
H -1.55794 5.56557 1.78983
H -0.30000 3.41000 1.14997
H -1.55179 2.26228 3.32671
H -0.56864 1.43196 2.08069
C -0.96065 2.77236 -2.36890
C -1.81860 3.85837 -2.97188
C -3.31797 3.47651 -3.07769
O -4.00849 4.61306 -2.58769
C -3.14366 5.45229 -1.99071
O -3.47320 6.44499 -1.43770
O -1.86993 5.01320 -2.10722
H -0.93925 1.89047 -3.00936
H -1.36416 2.45282 -1.40903
H 0.03935 3.17306 -2.20115
H -1.46956 4.18320 -3.95376
H -3.54916 2.57794 -2.50801
H -3.56530 3.28414 -4.12142
C 3.27566 -0.47587 -3.33966
C 2.29475 0.25649 -4.22779
C 2.22895 -0.21818 -5.69489
O 0.82297 -0.49003 -5.88951
C 0.11698 -0.12709 -4.80508
O -1.05911 -0.03603 -4.75090
O 0.94875 0.17937 -3.76270
H 3.33954 -0.06051 -2.33925
H 4.24617 -0.40883 -3.83863
H 3.02155 -1.54049 -3.31671
H 2.59775 1.30849 -4.20220
H 2.75245 -1.15544 -5.87518
H 2.52508 0.56513 -6.38573
C 1.39881 -5.74149 2.97293
C 0.54804 -4.55495 3.34933
C -0.70390 -4.28998 2.50559
O -1.77790 -4.32389 3.44122
C -1.31752 -4.58188 4.67986
O -2.00068 -4.71558 5.64631
O 0.03514 -4.68104 4.68810
H 2.26009 -5.83997 3.63549
H 1.85603 -5.53684 2.00105
H 0.84199 -6.67851 2.96150
H 1.19736 -3.67784 3.37690
H -0.84751 -5.07422 1.75580
H -0.72622 -3.32476 2.00597
C 3.99100 -5.75371 -1.94943
C 2.71596 -6.55933 -1.78853
C 1.53866 -5.74765 -1.19279
O 0.49676 -5.90299 -2.16738
C 0.90822 -6.67883 -3.19070
O 0.23474 -7.02461 -4.09276
O 2.23668 -6.97493 -3.06741
H 3.89912 -4.96285 -2.69294
H 4.79776 -6.41482 -2.27443
H 4.29719 -5.33797 -0.98691
H 2.96020 -7.42261 -1.16616
H 1.80712 -4.70006 -1.08705
H 1.21949 -6.19686 -0.25412
C 0.82379 7.96562 -0.80531
O 1.35114 6.75910 -0.23832
C 2.01175 5.94679 -1.04018
O 2.12842 6.04193 -2.23092
O 2.68243 5.08756 -0.25196
C 3.78459 4.43996 -0.82696
H -0.21465 8.07065 -0.51795
H 0.87616 7.96825 -1.88885
H 1.39683 8.78504 -0.37095
H 3.72336 3.36191 -0.70139
H 4.71170 4.80861 -0.38239
H 3.93504 4.61481 -1.89309
Br 2.32860 -2.84638 0.81867
C 2.23124 -0.89601 1.06262
C 1.38499 -0.35561 -0.05071
Br 1.55527 1.61426 -0.04964
H 3.26372 -0.57544 0.98993
H 1.79462 -0.67966 2.03052
H 0.32570 -0.48545 0.14586
H 1.57559 -0.69973 -1.05950
Br -4.40273 -2.17748 -2.11690
C -3.01654 -0.86161 -1.75620
C -1.65567 -1.36786 -2.12997
Br -1.07940 -2.82795 -0.95297
H -3.08134 -0.60855 -0.70427
H -3.27452 -0.01050 -2.37891
H -0.92274 -0.56924 -2.03213
H -1.62509 -1.80559 -3.11953
```

=====

# 2
Computed, not measured: C31H50BrMgN5P2 as an isolated structure in a non-equilibrium geometry, with wB97M-V/def2-TZVPD.

Values from the calculation:
electronic energy	-4941.134437	hartree
net charge	+2
HOMO energy (alpha / beta)	-0.502 / -0.502	Eh
spin multiplicity	1
frontier orbital gap (alpha / beta)	4.65 / 5.54	eV

The geometry in XYZ format:
```
90
C31H50BrMgN5P2 wB97M-V/def2-TZVPD
C -1.74393 -2.73176 4.75314
C -2.09384 -3.11362 3.44588
C -3.41936 -3.50974 3.17739
C -4.36837 -3.29722 4.17673
N -4.04741 -2.80019 5.36163
C -2.77582 -2.55165 5.67482
C -1.12220 -3.05234 2.39556
C -0.32350 -2.99347 1.46901
C 0.58135 -2.95744 0.35459
C 0.32769 -2.09593 -0.72926
C 1.30688 -1.88195 -1.73230
C 2.46175 -2.60045 -1.53101
C 2.63828 -3.69866 -0.72696
C 1.73520 -3.75972 0.35644
Mg 3.54828 -0.80821 -1.68151
P -0.88568 0.65604 0.87525
H -3.70568 -3.94883 2.22568
H -0.70326 -2.57623 5.04614
H -5.42371 -3.52970 3.99852
H -2.56208 -2.19127 6.68146
H 1.86917 -4.43669 1.21365
H -0.62941 -1.58711 -0.76711
H 3.41974 -4.44702 -0.88542
H 1.15192 -1.30242 -2.65284
C -1.27484 2.42276 0.48047
C -2.63343 2.99292 0.87291
H -1.15221 2.47561 -0.61530
H -0.46416 3.03065 0.91412
H -2.68935 4.03084 0.51806
H -3.46496 2.45085 0.40507
H -2.77723 3.02683 1.96133
C -2.48214 -0.28989 0.87249
C -3.43296 -0.09270 2.04690
H -2.16468 -1.34099 0.84258
H -2.98992 -0.07693 -0.08027
H -4.30314 -0.74805 1.90685
H -2.97346 -0.39642 2.99702
H -3.81295 0.93537 2.12568
C -0.38158 0.61827 2.64840
C -0.99020 1.67184 3.56740
H 0.71797 0.72622 2.62543
H -0.57930 -0.40129 3.01463
H -0.54848 1.56317 4.56529
H -0.77667 2.69191 3.22761
H -2.07277 1.54250 3.69122
Br 5.96079 -1.01150 -2.06864
P -1.34609 -0.16977 -2.75873
C -3.01449 0.65498 -2.89012
C -3.48721 1.21359 -4.22663
H -2.96679 1.46786 -2.14948
H -3.74567 -0.07608 -2.51758
H -4.45080 1.71477 -4.06478
H -2.80382 1.96409 -4.63294
H -3.64856 0.44477 -4.99290
C -0.47344 0.63140 -4.19045
C -0.60661 -0.03073 -5.55507
H 0.59458 0.67208 -3.91006
H -0.83083 1.67605 -4.23128
H 0.04338 0.49594 -6.26430
H -0.29547 -1.07852 -5.53143
H -1.62425 0.01041 -5.95546
C -1.80311 -1.88733 -3.33817
C -3.01852 -2.05241 -4.24061
H -1.98634 -2.45549 -2.40830
H -0.91467 -2.34081 -3.80424
H -3.19201 -3.11891 -4.42477
H -3.92402 -1.66160 -3.77551
H -2.90238 -1.56982 -5.21430
C 4.32826 0.32112 0.80616
N 3.57034 1.05479 -0.27626
C 4.50285 1.97749 -1.06831
N 5.34462 2.81889 -0.20685
C 6.08090 1.96192 0.74935
N 5.16347 1.21559 1.64184
C 4.28316 2.20141 2.32181
N 3.49015 2.93764 1.32607
C 2.70440 2.01609 0.48544
C 4.43063 3.73335 0.52326
H 4.97366 -0.44281 0.34442
H 3.57035 -0.14880 1.45091
H 3.86189 2.64620 -1.66271
H 5.15802 1.37360 -1.71525
H 6.72411 2.59873 1.37423
H 6.69201 1.23368 0.17878
H 3.60371 1.68620 3.01899
H 4.92318 2.91611 2.86985
H 2.11625 2.61981 -0.21440
H 2.04489 1.43865 1.14447
H 5.01258 4.40038 1.18289
H 3.86731 4.32909 -0.21632
```

=====

# 3
Computed, not measured: C31H50ClPScTe as an isolated structure in a non-equilibrium geometry, with wB97M-V/def2-TZVPD.

Values from the calculation:
electronic energy	-3041.507772	hartree
energy relative to the best compared isomer or geometry (same formula, charge and spin)	0.0	kJ/mol
net charge	-1
HOMO energy (alpha / beta)	-0.085 / -0.085	Eh
spin multiplicity	1
frontier orbital gap (alpha / beta)	4.75 / 4.75	eV

The geometry in XYZ format:
```
85
C31H50ClPScTe wB97M-V/def2-TZVPD
Sc 0.66638 -1.72294 0.67981
Cl 2.19978 -0.60714 -0.81336
P -0.58602 0.86576 -1.90689
C 0.86900 -3.70304 0.07065
H 0.07962 -4.48788 0.05831
H 1.86408 -4.15921 0.01149
C -2.04333 2.06800 -1.77462
C -0.80153 -0.18897 -3.46802
C -3.35863 1.30667 -1.57143
H -1.79094 2.57428 -0.82371
C -4.48665 2.27710 -1.17366
H -3.64301 0.79709 -2.50439
H -3.24137 0.51971 -0.80911
C -4.64123 3.43001 -2.17051
H -5.42931 1.72376 -1.09064
H -4.25777 2.68807 -0.18069
C -3.31533 4.13001 -2.48453
H -5.07647 3.04520 -3.10234
H -5.34904 4.16562 -1.77380
C -2.19287 3.14827 -2.84521
H -3.44915 4.83518 -3.31467
H -2.99603 4.71543 -1.61069
H -2.42748 2.68474 -3.81266
H -1.26118 3.71118 -2.97876
C 0.84107 1.99992 -2.40376
C -1.70188 0.40879 -4.54145
H 0.22841 -0.25101 -3.85821
C -1.73768 -0.49189 -5.78503
H -2.72352 0.52192 -4.15104
H -1.35608 1.40693 -4.84628
C -2.17923 -1.91457 -5.44150
H -2.41210 -0.05104 -6.52966
H -0.73119 -0.51533 -6.22642
C -1.33336 -2.52681 -4.32532
H -3.22988 -1.89745 -5.12660
H -2.12188 -2.54343 -6.33457
C -1.23363 -1.61124 -3.09180
H -1.74912 -3.49572 -4.02481
H -0.31749 -2.71301 -4.70019
H -2.20719 -1.58429 -2.57779
H -0.52055 -2.05219 -2.37670
C 0.96126 3.20491 -1.46222
H 1.69591 1.33681 -2.19162
C 2.25967 3.97747 -1.73284
H 0.10218 3.87614 -1.60368
H 0.93495 2.87165 -0.41353
C 2.42910 4.35385 -3.21049
H 2.27590 4.88301 -1.11521
H 3.10869 3.35343 -1.42020
C 2.21363 3.17721 -4.16839
H 1.71963 5.15380 -3.46153
H 3.43275 4.76386 -3.36904
C 0.93001 2.39449 -3.87803
H 2.17344 3.53801 -5.20311
H 3.06669 2.48761 -4.09865
H 0.06088 3.01050 -4.14840
H 0.90781 1.50896 -4.52682
C -0.06091 1.08643 2.33087
C 0.41502 -0.14049 2.29760
H -1.05964 1.33722 1.92910
C 1.87936 -0.53067 2.57104
H -0.32879 -0.96968 2.48789
C 2.54662 0.37715 3.63152
H 2.01491 -1.60596 2.81664
H 2.48272 -0.40244 1.62621
C 2.17046 1.81827 3.35521
H 2.29080 0.04166 4.64509
H 3.62666 0.22777 3.51474
C 0.67022 2.10224 3.13191
H 2.57046 2.44138 4.14828
H 2.73023 2.11212 2.46649
H 0.21763 2.21768 4.12579
H 0.60263 3.06713 2.62949
Te -2.14101 -2.02146 0.52363
C -2.25655 -2.62657 2.52104
C -2.00234 -3.98358 2.79211
C -1.57578 -4.35149 4.06819
C -1.44197 -3.38036 5.06807
C -1.83223 -2.05583 4.82954
C -2.30909 -1.68302 3.57128
H -2.03878 -4.69591 1.96947
H -1.30661 -5.38750 4.27033
H -1.01482 -3.65194 6.03155
H -1.73736 -1.30411 5.61256
H -2.59608 -0.65532 3.36007
```

=====

# 4
Computed, not measured: C31H50N9O6P2S2Zr as an isolated structure, with wB97M-V/def2-TZVPD.

Values from the calculation:
electronic energy	-3681.704781	hartree
energy relative to the best compared isomer or geometry (same formula, charge and spin)	84.7	kJ/mol
net charge	+1
HOMO energy	-0.355	Eh
spin multiplicity	1
frontier orbital gap	7.41	eV

The geometry in XYZ format:
```
101
C31H50N9O6P2S2Zr wB97M-V/def2-TZVPD
Zr 0.24640 -0.11444 0.28983
C 4.46970 0.17904 1.89809
O 4.87736 0.66488 0.62032
C 4.43866 0.05365 -0.51413
C 5.28949 0.15057 -1.60005
C 4.95111 -0.35588 -2.85400
C 3.74686 -1.00199 -3.01119
C 2.85501 -1.08478 -1.93480
C 1.67818 -1.91634 -2.01912
N 0.65915 -1.76423 -1.26149
N -0.19772 -2.85720 -1.24118
C -0.71141 -2.94095 -0.05471
O -0.51473 -2.02574 0.86220
C -1.55295 -4.12391 0.24915
C -2.10851 -4.28516 1.51148
C -2.90657 -5.38404 1.79362
C -3.15534 -6.32967 0.81097
C -2.59616 -6.17798 -0.45249
C -1.79494 -5.08524 -0.73333
C 3.16043 -0.54066 -0.66793
O 2.28255 -0.58448 0.31535
H 5.19888 0.57659 2.60197
H 3.46986 0.52079 2.14949
H 4.48296 -0.91081 1.93078
H 6.24228 0.63932 -1.43858
H 5.64752 -0.27185 -3.67668
H 3.48169 -1.46243 -3.95582
H 1.69441 -2.78912 -2.67004
H -1.90490 -3.54677 2.26880
H -3.33093 -5.50185 2.78223
H -3.77801 -7.18753 1.02831
H -2.78128 -6.91916 -1.21870
H -1.34637 -4.96617 -1.70978
C -3.14787 -1.79301 -2.17648
P -2.59611 -0.57956 -0.91184
C -3.38437 0.91949 -1.61084
C -3.78805 -1.07440 0.41107
C -3.82605 -0.20631 1.66594
P -2.23305 -0.16430 2.59681
C -2.35290 -1.55177 3.80589
C -2.60809 1.22602 3.73811
H -4.22651 -1.71419 -2.32698
H -2.90485 -2.80538 -1.85892
H -2.65041 -1.61055 -3.12908
H -4.45904 0.76947 -1.73059
H -2.95474 1.11605 -2.59555
H -3.20562 1.78474 -0.97661
H -3.54011 -2.10936 0.66606
H -4.77945 -1.09942 -0.05253
H -4.63753 -0.53691 2.32086
H -4.04491 0.83157 1.39668
H -3.31162 -2.06961 3.75155
H -2.23469 -1.15232 4.81327
H -1.54193 -2.25775 3.64300
H -3.54315 1.05552 4.27518
H -2.69427 2.16981 3.20072
H -1.80047 1.31669 4.46698
C -0.39110 -0.65896 -4.17831
N -0.18544 0.77462 -4.14164
C 0.32732 1.34740 -5.37778
C -0.21221 1.46602 -2.96740
O 0.04283 0.92503 -1.86737
N -0.55418 2.77587 -3.06776
C -0.26309 3.72266 -2.01118
C -1.44954 3.28318 -4.09748
H -1.08420 -0.89831 -4.98773
H -0.80627 -1.00164 -3.23771
H 0.54673 -1.18653 -4.36694
H 1.09893 0.68283 -5.77193
H 0.77945 2.31702 -5.19062
H -0.44936 1.45486 -6.13773
H 0.31353 3.23959 -1.23472
H -1.19163 4.10709 -1.58337
H 0.30233 4.56582 -2.41415
H -1.91415 2.46476 -4.63898
H -0.93604 3.93609 -4.80619
H -2.23726 3.86179 -3.61195
C 2.74417 0.02661 5.63785
N 2.15396 1.15155 4.93234
C 2.26970 2.47560 5.32384
C 1.60552 3.21664 4.41809
N 1.10274 2.34019 3.47562
C 1.42596 1.07409 3.79225
S 1.00684 -0.37290 3.00817
H 2.46738 0.06992 6.68923
H 3.82906 0.05188 5.54416
H 2.36690 -0.89278 5.20074
H 2.80380 2.75815 6.21298
H 1.42601 4.27518 4.36290
H 0.49750 2.63031 2.70114
O -0.41222 3.79025 1.60085
S -1.47464 2.96198 0.98401
N -1.20611 1.55039 0.66822
N 2.86810 3.52975 0.62448
C 2.36137 2.55730 -0.15125
N 2.82684 2.45370 -1.42226
O 1.45450 1.82336 0.27473
H 3.60331 4.13894 0.31690
H 2.46041 3.66664 1.53207
H 3.72637 2.84995 -1.64084
H 2.62907 1.57320 -1.87660
```

=====

Which formula does entry 2 have?
C31H50BrMgN5P2

=====

What is the formula in the fourth record?
C31H50N9O6P2S2Zr

=====

What is the formula in the first record?
C31H50Br4O21